1.
The following is a quantum chemistry calculation of a structure of composition C16H34O13 at a distorted geometry, from OMol25.

Each line ends with the natural charge from an NBO analysis.
CARTESIAN COORDINATES (ANGSTROEM)
1 O 14.0321 -5.0246 -5.8786  -0.452
2 O 13.6169 -6.4786 1.0896  -0.760
3 O 18.1761 -2.5044 1.3946  -0.724
4 O 18.1189 -7.9274 -2.0750  -0.488
5 O 13.7006 -3.5921 -7.6734  -0.612
6 O 15.5542 -8.0868 2.6420  -0.717
7 O 16.3637 -5.6720 0.2890  -0.457
8 O 15.2425 -7.6561 0.5686  -0.569
9 O 17.5397 -7.5597 -4.1790  -0.541
10 O 18.5252 -4.3237 -2.4277  -0.734
11 O 15.5718 -4.9383 -7.4956  -0.469
12 O 16.0773 -6.9592 -1.5587  -0.524
13 O 16.2344 -8.9829 -2.8404  -0.528
14 C 17.4147 -5.5782 -6.0625  -0.662
15 C 16.8152 -4.9249 -0.7296  -0.075
16 C 16.7194 -5.4173 -3.3090  -0.622
17 C 17.2263 -8.2486 -3.0136  1.001
18 C 17.0370 -5.9751 -1.8994  0.043
19 C 16.0450 -5.9121 -6.5583  0.070
20 C 13.3826 -5.2682 0.2952  -0.268
21 C 16.0767 -8.8087 1.5586  -0.227
22 C 19.1786 -7.2768 -2.5977  0.017
23 C 15.8483 -6.8334 -0.1475  1.019
24 C 14.9873 -5.9258 -5.4737  -0.138
25 C 14.3600 -4.5247 -7.0583  0.960
26 C 18.9581 -2.9623 0.1919  -0.248
27 C 20.4187 -8.0828 -2.3027  -0.616
28 C 18.8797 -7.1024 -4.1571  -0.113
29 C 19.6177 -3.4346 -2.2915  -0.265
30 H 15.3131 -9.4385 1.1021  0.171
31 H 18.0117 -6.4629 -1.8907  0.224
32 H 15.4151 -5.6273 -4.5167  0.230
33 H 19.9756 -3.8291 -1.3405  0.188
34 H 12.7537 -4.4830 0.7149  0.190
35 H 18.1042 -5.8131 -6.8734  0.223
36 H 19.3521 -2.3841 -2.1738  0.188
37 H 19.4084 -6.3229 -2.1230  0.227
38 H 20.4552 -8.3280 -1.2413  0.235
39 H 21.3227 -7.5569 -2.6096  0.217
40 H 18.5259 -2.5894 -0.7367  0.190
41 H 16.5307 -6.2092 -4.0339  0.263
42 H 17.6465 -6.0980 -5.1329  0.238
43 H 19.0127 -6.1546 -4.6787  0.218
44 H 16.1832 -4.1328 -1.1312  0.182
45 H 16.8719 -9.4391 1.9566  0.124
46 H 19.5589 -7.6994 -4.7656  0.211
47 H 16.1182 -6.8958 -7.0220  0.188
48 H 17.5900 -4.5559 -5.7273  0.201
49 H 20.0208 -2.7331 0.2717  0.177
50 H 18.4215 -4.4144 -3.3778  0.461
51 H 20.3889 -9.0573 -2.7902  0.216
52 H 17.7308 -4.5092 -0.3089  0.196
53 H 17.5175 -4.8198 -3.7496  0.142
54 H 14.6491 -6.9620 -5.4705  0.193
55 H 14.2821 -7.0351 0.6781  0.433
56 H 15.9347 -4.6840 -3.1231  0.230
57 H 20.3600 -3.7159 -3.0385  0.178
58 H 12.9687 -5.5043 -0.6851  0.154
59 H 18.8849 -4.0480 0.1292  0.149
60 H 18.4828 -3.0348 2.1336  0.469
61 H 16.5063 -8.2150 0.7518  0.178
62 H 14.6315 -8.3500 2.6739  0.471
63 H 14.3973 -4.9139 0.1136  0.145

## Properties
ΔE to the lowest compared entry with this formula, charge and spin   368.6 kcal per mole
E_HOMO   -0.298 hartree
DFT total energy   -43741.2866 eV
Lowest unoccupied orbital energy   -0.41 eV



2.
The following is a quantum chemistry calculation of a structure of composition C16H34O3P2SZr at a distorted geometry, from OMol25.

Each line ends with the natural charge from an NBO analysis.
CARTESIAN COORDINATES (ANGSTROEM)
1 Zr -0.2147 -0.2922 -0.1634  1.893
2 S -0.2529 1.6877 2.8567  2.382
3 P 1.7454 -3.2071 1.5818  0.868
4 P -0.8059 3.8256 0.3723  1.309
5 O 0.5663 2.7686 3.3591  -0.939
6 O 0.1425 1.1584 1.4638  -1.058
7 O -1.6864 1.8502 3.0019  -0.931
8 C 0.8925 -0.6200 -2.6863  -0.513
9 C 3.4280 -3.8055 1.3444  -0.946
10 C 0.4941 -4.1344 0.4772  -0.910
11 C -1.3172 -1.6000 -1.7463  -0.420
12 C -1.7394 -1.0213 1.2358  -1.203
13 C 0.2522 0.7828 -2.8071  -0.451
14 C -0.5214 1.3317 -1.6002  -0.418
15 C 0.2269 0.2996 3.8759  -0.885
16 C 0.9501 4.2853 0.5677  -1.082
17 C 2.1960 -0.5693 0.3944  -0.631
18 C -1.5606 5.4506 0.3750  -1.080
19 C -1.8249 0.9816 -1.2378  -0.176
20 C 1.8743 -1.9987 0.1526  -0.665
21 C -2.3506 -1.0254 -2.6943  -0.413
22 C -2.8393 0.3276 -2.1793  -0.449
23 C 0.0374 -1.6765 -2.0779  -0.175
24 H 4.1037 -2.9752 1.5668  0.257
25 H 1.2754 0.0351 3.7183  0.246
26 H 2.4258 -2.3810 -0.7388  0.248
27 H 2.6507 -0.4074 1.3853  0.251
28 H 3.6179 -4.2000 0.3466  0.240
29 H 3.5436 -4.5712 2.1110  0.265
30 H -0.3754 0.8503 -3.7103  0.265
31 H -1.6461 5.5532 1.4791  0.321
32 H -2.0130 -0.2656 2.0016  0.291
33 H -1.3620 -1.9309 1.7701  0.260
34 H 0.4205 -2.7005 -2.1919  0.269
35 H -2.5681 5.3425 -0.0623  0.285
36 H 0.2955 -5.0892 0.9671  0.262
37 H 0.8663 -4.2518 -0.5575  0.211
38 H 1.0910 1.4750 -3.0076  0.265
39 H 0.7646 -2.0522 -0.1425  0.137
40 H 1.2897 -0.8865 -3.6774  0.321
41 H -1.9466 -0.9363 -3.7145  0.229
42 H 0.0913 0.5425 4.9400  0.277
43 H -0.4624 -3.5758 0.4158  0.218
44 H -2.6897 -1.3114 0.7383  0.246
45 H 1.1275 5.2000 -0.0441  0.272
46 H -0.9479 6.2042 -0.1280  0.287
47 H 2.9996 -0.2861 -0.3251  0.225
48 H -3.8182 0.1942 -1.6804  0.254
49 H 1.0434 4.4593 1.6624  0.349
50 H -2.3449 1.5689 -0.4613  0.282
51 H -0.2661 2.3722 -1.3047  0.256
52 H 1.6656 3.4754 0.2939  0.282
53 H -1.7100 -2.4448 -1.1770  0.274
54 H -0.4346 -0.5294 3.5918  0.237
55 H 1.8521 -0.5805 -2.1339  0.280
56 H -3.2017 -1.7166 -2.7884  0.271
57 H -3.0298 1.0203 -3.0086  0.262

## Properties
E_HOMO   -0.537 hartree
DFT total energy   -53955.7399 eV
Charge   +2
Lowest unoccupied orbital energy   -9.13 eV



3.
The following is a quantum chemistry calculation of a structure of composition C16H34OsP2 at a distorted geometry, from OMol25.

Each line ends with the natural charge from an NBO analysis.
CARTESIAN COORDINATES (ANGSTROEM)
1 Os 1.6841 -0.7721 3.4284  1.000
2 P -0.0563 -1.9206 -1.2903  1.679
3 P 0.3503 2.0055 -1.4620  1.594
4 C -0.1817 2.2931 0.1793  -0.654
5 C -1.7167 -0.5139 1.0272  -0.399
6 C 1.6600 3.1475 -1.8671  -0.979
7 C -1.3448 -3.0903 -1.8579  -0.930
8 C -1.1056 2.8283 -2.2379  -0.951
9 C 0.9263 1.2915 0.9510  -0.446
10 C 1.5273 -2.6725 -1.7335  -0.980
11 C 0.8958 -2.1438 4.6953  -0.872
12 C 0.5184 0.6009 -2.6397  -0.692
13 C -0.3757 -0.6310 -2.5090  -0.765
14 C -1.0309 -1.6086 0.2663  -0.537
15 C 1.3448 0.0213 0.2468  -0.445
16 C -1.5166 1.8782 0.5986  -0.037
17 C -2.0963 0.6258 0.1086  -0.510
18 C 0.4782 -1.2954 0.2365  -0.669
19 C 0.2206 0.3663 4.1654  -0.850
20 H -1.0773 -3.4016 -2.8718  0.235
21 H -0.2366 1.2247 3.6648  0.219
22 H -0.8173 3.2029 -3.2196  0.252
23 H 2.3461 -0.2535 0.6508  0.240
24 H -1.3973 3.6820 -1.6115  0.259
25 H -1.1739 -2.6065 0.7275  0.240
26 H -1.4305 -0.3492 -2.5567  0.266
27 H 0.6346 1.2812 2.0238  0.247
28 H 0.8757 0.7340 4.9710  0.246
29 H 1.7422 3.9501 -1.1274  0.282
30 H 1.7872 -3.4264 -0.9655  0.265
31 H -0.0010 3.3188 0.5365  0.303
32 H 0.7794 -3.1765 4.3100  0.243
33 H 1.0208 -1.9549 0.9382  0.233
34 H -0.2393 -1.2041 -3.4327  0.280
35 H 2.2884 -1.8697 -1.7755  0.233
36 H -0.0860 -1.9372 5.1133  0.232
37 H -2.2858 2.6617 0.6372  0.214
38 H 1.6688 0.2170 -0.7675  0.213
39 H 1.5795 0.3337 -2.6894  0.252
40 H -1.9627 2.1549 -2.3596  0.257
41 H -1.1400 -0.2412 1.9326  0.198
42 H 2.6090 2.6057 -1.9496  0.267
43 H 1.4034 3.5799 -2.8376  0.284
44 H 1.8623 1.8741 0.9698  0.225
45 H -0.6342 -0.0915 4.6971  0.246
46 H -3.1836 0.7233 0.0617  0.251
47 H -2.3321 -2.6000 -1.8997  0.256
48 H 1.3429 -3.1276 -2.7204  0.246
49 H -2.6551 -0.9616 1.3816  0.240
50 H -1.8892 0.3603 -0.9302  0.203
51 H -1.4227 -3.9782 -1.2185  0.264
52 H 1.5227 -2.2111 5.6216  0.266
53 H 0.3199 1.0762 -3.6098  0.283

## Properties
<S²>   6.0373
ΔE to the lowest compared entry with this formula, charge and spin   14.8 kcal per mole
E_HOMO (alpha / beta)   -0.503 / -0.477 hartree
DFT total energy   -38161.3736 eV
Multiplicity   5
Charge   +2
Lowest unoccupied orbital energy (alpha / beta)   -6.81 / -8.71 eV